Molecular formula: C36H62BCl3F4O5PSSiSn
Method: DFT, ωB97M-V with the def2-TZVPD basis set

As for the total energy: -4833.66065 Ha. For the orbital gap, the calculation gives 6.754 eV. Its total charge is +1. As for the energy above the lowest of the compared OMol25 structures with the same formula, charge and spin: 16.9 kcal per mole. As for the spin multiplicity: 1. The LUMO energy comes out at -4.525 eV.

Last column: Löwdin charge in e.
Positions of all 115 atoms, in Å:
Sn (1.36, 0.50, 2.05)  1.511
Cl (4.67, 1.93, 0.47)  0.803
Cl (3.08, 4.26, -4.13)  0.735
Cl (-0.41, 3.48, -0.10)  0.843
S (-1.04, 1.48, 0.13)  0.524
P (2.10, -1.42, -0.79)  0.930
Si (-2.93, 1.98, 1.34)  0.002
F (-0.26, -1.35, 2.60)  -0.079
F (0.28, -2.11, 4.73)  0.173
F (1.93, -1.91, 3.11)  -0.016
F (0.34, -3.56, 2.92)  0.164
O (-2.92, 0.88, 2.49)  -0.123
O (-4.13, 1.82, 0.30)  -0.129
O (-2.57, 3.47, 1.78)  -0.188
O (1.63, -0.26, 0.12)  -0.557
O (1.89, 2.51, 1.33)  -0.343
C (1.28, -2.91, -0.15)  -0.311
C (-6.00, 1.71, -1.14)  -0.019
C (-5.21, 0.28, 3.02)  -0.015
C (0.54, -5.28, -0.52)  -0.174
C (2.86, -0.16, -4.92)  -0.180
C (1.21, 3.41, -0.74)  -0.480
C (4.39, -1.51, 0.81)  -0.203
C (5.72, -3.57, 0.32)  -0.186
C (3.46, 2.72, -0.47)  -0.563
C (3.08, 0.62, -3.63)  -0.188
C (5.20, -3.60, -1.12)  -0.185
C (3.72, 3.15, -1.75)  -0.114
C (2.18, 2.87, 0.13)  -0.501
C (-1.15, 3.48, 3.75)  -0.014
C (-3.79, -0.24, 2.87)  -0.592
C (-3.25, -0.74, 4.20)  -0.005
C (1.66, -4.26, -0.78)  -0.171
C (-3.61, 4.01, 3.90)  -0.009
C (2.62, -1.63, -4.60)  -0.187
C (-2.05, 5.58, 2.73)  -0.020
C (-0.74, -4.90, -1.27)  -0.173
C (1.43, 3.83, -2.05)  -0.108
C (3.93, -1.38, -0.66)  -0.328
C (2.71, 3.72, -2.53)  -0.680
C (-2.34, 4.13, 3.06)  -0.613
C (-0.94, -3.37, -1.32)  -0.173
C (1.83, 0.54, -2.75)  -0.176
C (4.67, -2.95, 1.24)  -0.179
C (-0.26, -2.69, -0.13)  -0.190
C (1.41, -0.91, -2.41)  -0.304
C (-4.75, 2.51, -0.82)  -0.617
C (1.44, -1.83, -3.65)  -0.166
C (-3.79, 2.51, -2.00)  -0.034
C (4.81, -2.21, -1.61)  -0.160
C (-5.10, 3.93, -0.39)  -0.016
C (-3.70, -1.30, 1.79)  -0.008
B (0.55, -2.29, 3.40)  -1.251
H (-1.36, 2.42, 3.94)  0.084
H (-5.77, 3.90, 0.48)  0.097
H (3.76, -3.54, 1.21)  0.103
H (-3.78, 2.96, 4.17)  0.076
H (-0.26, 3.56, 3.12)  0.077
H (1.00, 1.00, -3.30)  0.132
H (-5.57, 0.70, 2.08)  0.075
H (-3.83, -1.61, 4.53)  0.103
H (0.88, -6.27, -0.83)  0.117
H (-4.47, 4.37, 3.34)  0.098
H (-2.21, -1.05, 4.10)  0.075
H (-0.70, -5.29, -2.29)  0.110
H (-2.94, 3.17, -1.81)  0.065
H (-4.31, -2.16, 2.05)  0.102
H (5.97, -4.58, 0.65)  0.116
H (1.96, 1.11, -1.83)  0.068
H (-6.66, 1.67, -0.27)  0.091
H (-1.95, 6.16, 3.65)  0.099
H (1.62, -2.90, 0.89)  0.100
H (2.58, -4.62, -0.35)  0.090
H (-2.88, 6.01, 2.15)  0.093
H (4.72, 3.03, -2.16)  0.125
H (2.42, -2.20, -5.52)  0.119
H (4.35, -4.28, -1.17)  0.088
H (0.37, -0.86, -2.08)  0.105
H (3.67, -1.06, 1.48)  0.054
H (6.64, -2.97, 0.36)  0.120
H (-0.54, -2.97, -2.25)  0.086
H (3.29, 1.67, -3.85)  0.055
H (-4.20, 4.48, -0.12)  0.080
H (1.38, -2.88, -3.36)  0.088
H (-3.32, 0.04, 4.96)  0.094
H (4.06, -0.32, -0.93)  0.072
H (-0.49, -1.63, -0.10)  0.077
H (-5.73, 0.68, -1.41)  0.094
H (3.72, -0.06, -5.58)  0.117
H (3.95, 0.22, -3.10)  0.113
H (-1.59, -5.37, -0.78)  0.112
H (0.36, -5.32, 0.56)  0.120
H (-0.96, 3.97, 4.70)  0.104
H (1.81, -4.18, -1.86)  0.104
H (5.02, -2.95, 2.27)  0.124
H (-5.26, 1.04, 3.80)  0.087
H (-0.64, -3.12, 0.80)  0.108
H (0.64, 4.23, -2.66)  0.123
H (5.32, -0.93, 0.91)  0.110
H (-4.31, 2.88, -2.89)  0.099
H (-6.54, 2.16, -1.97)  0.097
H (-3.51, 4.59, 4.81)  0.100
H (0.52, -1.61, -4.21)  0.126
H (5.96, -4.00, -1.79)  0.118
H (-5.88, -0.54, 3.31)  0.101
H (4.32, -2.30, -2.58)  0.075
H (-3.43, 1.50, -2.19)  0.088
H (3.53, -2.05, -4.18)  0.086
H (-1.13, 5.67, 2.15)  0.081
H (-5.61, 4.45, -1.20)  0.100
H (-2.66, -1.63, 1.67)  0.076
H (-4.06, -0.90, 0.83)  0.085
H (1.99, 0.25, -5.45)  0.122
H (-2.01, -3.13, -1.30)  0.112
H (5.72, -1.63, -1.77)  0.129

Molecular formula: C6H14N4O
Method: DFT, ωB97M-V with the def2-TZVPD basis set

As for the total energy: -531.15311 Ha. For the orbital gap, the calculation gives 9.621 eV. Its total charge is 0. As for the energy above the lowest of the compared OMol25 structures with the same formula, charge and spin: 83.1 kcal per mole. As for the spin multiplicity: 1. The LUMO energy comes out at 0.804 eV.

Last column: Löwdin charge in e.
Positions of all 25 atoms, in Å:
O (3.16, 1.15, -3.04)  -0.064
N (-4.25, 0.65, 1.20)  -0.053
N (-1.69, 0.23, 1.45)  -0.047
N (-0.37, -0.01, 1.59)  -0.024
N (-3.87, -0.55, 1.93)  -0.062
C (1.63, -0.03, -1.53)  -0.211
C (2.44, -1.30, -1.54)  -0.170
C (-2.59, -0.64, 1.98)  -0.234
C (2.50, 1.20, -1.79)  -0.279
C (0.43, 0.84, 1.09)  -0.079
C (2.41, -2.22, -0.57)  0.010
H (3.01, -3.11, -0.62)  0.045
H (-4.88, 0.33, 0.47)  0.068
H (1.89, 2.12, -1.72)  0.115
H (2.49, 1.18, -3.72)  0.084
H (1.12, 0.08, -0.60)  0.023
H (3.29, 1.26, -1.05)  0.120
H (-2.15, -1.50, 2.49)  0.115
H (-4.87, 1.16, 1.85)  0.073
H (-2.08, 1.05, 0.97)  0.127
H (1.77, -2.11, 0.30)  0.050
H (1.48, 0.64, 1.19)  0.074
H (0.86, -0.07, -2.31)  0.124
H (3.09, -1.43, -2.40)  0.099
H (0.08, 1.71, 0.52)  0.092

Molecular formula: C4H6AlO2
Method: DFT, ωB97M-V with the def2-TZVPD basis set

As for the total energy: -548.03450 Ha. For the orbital gap (alpha / beta), the calculation gives 7.729 / 6.550 eV. Its total charge is +2. As for the energy above the lowest of the compared OMol25 structures with the same formula, charge and spin: 71.5 kcal per mole. As for the spin multiplicity: 2. The LUMO energy (alpha / beta) comes out at -11.765 / -12.551 eV. The expectation value of S² is 1.767.

Last column: Löwdin charge in e.
Positions of all 13 atoms, in Å:
Al (1.85, -2.79, 3.57)  1.158
O (2.20, 0.56, -2.02)  0.401
O (2.69, -1.70, 3.10)  -0.229
C (2.83, -0.99, 1.92)  -0.234
C (1.56, -0.19, 1.57)  -0.125
C (2.35, 0.43, -0.81)  -0.066
C (1.35, -0.01, 0.11)  0.105
H (0.68, -0.68, 2.02)  0.126
H (3.67, -0.27, 2.00)  0.157
H (0.38, -0.25, -0.32)  0.165
H (3.07, 1.09, -0.23)  0.228
H (3.06, -1.66, 1.07)  0.145
H (1.66, 0.80, 2.04)  0.169

Molecular formula: CH3PS4
Method: DFT, ωB97M-V with the def2-TZVPD basis set

As for the total energy: -1973.92578 Ha. For the orbital gap (alpha / beta), the calculation gives 7.303 / 5.865 eV. Its total charge is 0. As for the energy above the lowest of the compared OMol25 structures with the same formula, charge and spin: 61.2 kcal per mole. As for the spin multiplicity: 1. The LUMO energy (alpha / beta) comes out at -1.497 / -2.273 eV.

Last column: Löwdin charge in e.
Positions of all 9 atoms, in Å:
S (-0.27, 0.76, -0.96)  0.289
S (-1.86, -0.96, 1.05)  0.587
S (2.09, -1.89, -0.02)  0.198
S (1.29, 1.33, 0.21)  -0.041
P (3.00, -0.05, 0.32)  0.141
C (-1.80, 0.53, 0.20)  -1.012
H (-1.68, 1.31, 1.03)  0.049
H (1.84, -1.51, -1.27)  -0.226
H (-2.61, 0.48, -0.57)  0.016

Molecular formula: C6H14O3Yb
Method: DFT, ωB97M-V with the def2-TZVPD basis set

As for the total energy: -1620.65855 Ha. For the orbital gap (alpha / beta), the calculation gives 7.130 / 4.067 eV. Its total charge is +2. As for the energy above the lowest of the compared OMol25 structures with the same formula, charge and spin: 29.5 kcal per mole. As for the spin multiplicity: 3. The LUMO energy (alpha / beta) comes out at -9.742 / -12.678 eV. The expectation value of S² is 2.006.

Last column: Löwdin charge in e.
Positions of all 24 atoms, in Å:
Yb (2.75, 0.55, -0.39)  2.001
O (4.58, 0.28, 0.15)  -0.317
O (2.92, -1.73, -0.34)  -0.271
O (0.72, -0.27, -0.48)  -0.123
C (5.13, -0.99, 0.05)  -0.256
C (0.60, -1.63, -0.64)  -0.193
C (-2.61, 0.67, -0.37)  -0.178
C (4.11, -2.07, 0.39)  -0.130
C (-3.74, -0.34, -0.33)  -0.174
C (1.73, -2.44, -0.04)  -0.126
H (4.44, -3.08, 0.10)  0.162
H (5.99, -1.13, 0.74)  0.154
H (-2.73, 1.34, -1.24)  0.062
H (1.61, -2.51, 1.05)  0.162
H (-3.73, -1.00, -1.21)  0.068
H (0.53, -1.78, -1.75)  0.213
H (3.86, -2.06, 1.47)  0.150
H (-3.70, -0.95, 0.58)  0.068
H (5.51, -1.18, -0.97)  0.144
H (-2.70, 1.37, 0.47)  0.064
H (1.76, -3.45, -0.46)  0.169
H (-0.39, -1.98, -0.30)  0.170
H (-4.72, 0.16, -0.32)  0.087
H (-1.38, 0.26, -0.41)  0.093

Molecular formula: C46H63ClFN9O7
Method: DFT, ωB97M-V with the def2-TZVPD basis set

As for the total energy: -3370.09526 Ha. For the orbital gap, the calculation gives 9.210 eV. Its total charge is 0. As for the spin multiplicity: 1. The LUMO energy comes out at 0.226 eV.

Last column: Löwdin charge in e.
Positions of all 127 atoms, in Å:
Cl (-3.49, -1.63, 3.75)  0.639
F (-7.93, -1.07, 1.20)  0.156
O (-3.86, -0.81, -0.35)  -0.047
O (2.01, 1.81, 3.04)  0.096
O (1.81, 0.04, 1.64)  -0.014
O (-2.55, -1.98, -1.93)  -0.051
O (-8.14, 0.29, 2.94)  0.169
O (2.33, -4.19, -0.71)  -0.085
O (-5.79, 0.95, 0.77)  0.140
N (0.72, 3.54, -3.31)  0.059
N (-3.38, 0.01, 3.20)  -0.368
N (4.24, -1.37, -1.61)  0.061
N (5.00, 3.81, -1.82)  0.059
N (-6.07, -0.65, 2.38)  0.150
N (6.69, -0.22, 1.88)  0.059
N (-0.05, -4.74, -2.12)  -0.042
N (-10.44, 3.59, 4.38)  0.055
N (-6.45, -3.99, -0.43)  0.120
C (7.75, -0.35, 2.67)  -0.157
C (-8.11, 4.75, 5.37)  -0.087
C (-3.04, -0.72, 0.81)  -0.280
C (-4.80, -1.57, -2.32)  0.035
C (-0.24, 3.52, -4.23)  -0.148
C (7.67, 3.97, -1.04)  -0.076
C (4.93, -2.53, -4.04)  -0.067
C (-1.34, -4.10, -2.33)  -0.187
C (-9.34, 5.33, 5.62)  -0.082
C (6.42, -1.24, 1.06)  -0.158
C (-5.28, 0.23, 1.60)  -0.385
C (5.73, 2.72, -1.60)  -0.148
C (-10.47, 4.71, 5.11)  -0.163
C (5.60, 4.99, -1.65)  -0.152
C (6.93, 5.12, -1.26)  -0.071
C (0.90, 5.08, -5.62)  -0.083
C (3.78, -2.92, -3.37)  -0.044
C (3.48, -2.31, -2.16)  -0.144
C (-0.20, 4.27, -5.40)  -0.075
C (1.52, 0.73, 2.75)  -0.543
C (-0.41, 1.92, -0.23)  -0.183
C (2.77, 0.66, 0.74)  -0.157
C (2.16, 1.77, -0.09)  -0.158
C (-1.49, -2.83, -1.51)  -0.210
C (0.55, 0.00, 3.63)  0.015
C (1.78, 4.33, -3.54)  -0.138
C (1.91, 5.11, -4.68)  -0.070
C (0.88, 1.33, -0.80)  -0.192
C (-1.58, 0.96, -0.51)  -0.165
C (-3.79, -1.92, -1.25)  -0.512
C (7.17, -2.41, 1.00)  -0.068
C (5.34, -1.00, -2.27)  -0.159
C (-5.54, -3.21, 0.00)  -0.225
C (-8.06, 3.59, 4.62)  -0.070
C (-3.78, 0.20, 1.81)  -0.270
C (-1.65, -0.12, 0.56)  -0.128
C (-9.25, 3.05, 4.15)  -0.145
C (0.20, -5.24, -0.77)  -0.190
C (1.45, -5.06, 1.41)  -0.027
C (8.57, -1.48, 2.69)  -0.076
C (-7.46, -0.39, 2.23)  -0.491
C (5.73, -1.55, -3.48)  -0.057
C (7.06, 2.74, -1.21)  -0.065
C (-4.16, -3.26, -0.57)  -0.090
C (1.14, -4.40, 0.06)  -0.406
C (8.26, -2.52, 1.84)  -0.082
H (0.96, 5.68, -6.52)  0.104
H (-0.60, 2.90, -0.65)  0.105
H (-1.32, 0.32, 1.50)  0.089
H (4.99, 5.86, -1.82)  0.103
H (5.55, -1.11, 0.43)  0.067
H (3.13, -3.69, -3.77)  0.109
H (2.84, -3.49, -0.29)  0.074
H (-2.12, -4.83, -2.09)  0.113
H (5.21, 1.78, -1.74)  0.078
H (-5.86, -0.57, 3.37)  0.114
H (0.71, -3.41, 0.24)  0.128
H (5.20, -2.99, -4.98)  0.108
H (-4.17, -4.01, -1.36)  0.121
H (2.55, 4.31, -2.78)  0.083
H (-5.64, -1.02, -1.89)  0.095
H (-7.32, -3.82, 0.06)  0.044
H (0.68, -4.09, -2.36)  0.088
H (2.78, 5.73, -4.81)  0.100
H (-2.91, -1.70, 1.28)  0.098
H (2.92, 2.01, -0.85)  0.092
H (1.25, -4.38, 2.23)  0.072
H (6.63, -1.22, -3.97)  0.105
H (0.85, -5.95, 1.58)  0.076
H (5.94, -0.24, -1.79)  0.082
H (-0.94, -0.91, 0.35)  0.097
H (-9.43, 6.23, 6.20)  0.097
H (0.80, 0.24, -0.74)  0.099
H (-3.49, 1.22, 1.57)  0.164
H (2.59, -2.59, -1.61)  0.079
H (0.94, 1.60, -1.85)  0.081
H (0.03, -0.78, 3.08)  0.068
H (-1.02, 4.21, -6.11)  0.100
H (0.59, -6.26, -0.81)  0.123
H (2.51, -5.31, 1.45)  0.082
H (-3.46, -3.53, 0.21)  0.114
H (-11.46, 5.13, 5.29)  0.100
H (1.09, -0.46, 4.45)  0.094
H (6.89, -3.20, 0.32)  0.102
H (-2.52, 1.49, -0.62)  0.120
H (3.63, 1.01, 1.31)  0.123
H (-7.12, 3.10, 4.40)  0.097
H (7.36, 6.10, -1.14)  0.101
H (-0.17, 0.71, 4.02)  0.083
H (-5.73, -2.48, 0.79)  0.093
H (9.41, -1.52, 3.36)  0.100
H (7.60, 1.82, -1.04)  0.098
H (-5.20, -2.46, -2.80)  0.094
H (-0.28, 2.06, 0.84)  0.103
H (8.87, -3.42, 1.83)  0.104
H (-2.42, 0.28, 3.32)  0.035
H (-1.34, 0.47, -1.46)  0.110
H (3.09, -0.14, 0.09)  0.087
H (-4.33, -0.95, -3.08)  0.095
H (-7.20, 5.20, 5.75)  0.102
H (7.95, 0.49, 3.33)  0.103
H (-1.44, -3.85, -3.38)  0.125
H (8.71, 4.04, -0.74)  0.106
H (-1.51, -3.04, -0.45)  0.102
H (-9.25, 2.15, 3.56)  0.077
H (-0.58, -2.25, -1.69)  0.126
H (-1.08, 2.87, -4.02)  0.105
H (-0.73, -5.30, -0.21)  0.125
H (2.03, 2.67, 0.49)  0.117

Molecular formula: CHClN4OP
Method: DFT, ωB97M-V with the def2-TZVPD basis set

As for the total energy: -1134.54456 Ha. For the orbital gap, the calculation gives 8.378 eV. Its total charge is -1. As for the energy above the lowest of the compared OMol25 structures with the same formula, charge and spin: 40.2 kcal per mole. As for the spin multiplicity: 1. The LUMO energy comes out at 3.815 eV.

Last column: Löwdin charge in e.
Positions of all 9 atoms, in Å:
Cl (-0.30, 2.36, 2.08)  0.049
P (0.70, 0.58, 2.31)  0.336
O (-0.23, -0.25, 3.04)  -0.590
N (0.13, 0.09, 0.03)  -0.276
N (-1.18, -0.01, -0.44)  -0.111
N (0.96, -0.33, -0.82)  -0.081
N (0.22, -0.77, -1.92)  -0.093
C (-1.17, -0.56, -1.70)  -0.297
H (0.87, -1.11, -2.58)  0.061

Molecular formula: H4N2O
Method: DFT, ωB97M-V with the def2-TZVPD basis set

As for the total energy: -187.02336 Ha. For the orbital gap, the calculation gives 8.209 eV. Its total charge is 0. As for the energy above the lowest of the compared OMol25 structures with the same formula, charge and spin: 35.1 kcal per mole. As for the spin multiplicity: 1. The LUMO energy comes out at -0.811 eV.

Last column: Löwdin charge in e.
Positions of all 7 atoms, in Å:
O (0.74, -0.98, -0.83)  -0.074
N (-0.27, 0.99, 1.28)  -0.034
N (0.73, -1.61, -1.89)  0.040
H (-0.10, -1.51, -2.50)  0.061
H (-0.19, 0.62, 0.31)  -0.022
H (-0.79, 0.52, 2.07)  0.021
H (-0.12, 1.98, 1.56)  0.009